Entry 1:
ORCA calculation (ωB97M-V with the def2-TZVPD basis set) on a cluster of 2 separate species, C23H50N4O3 in total.

Calculated total energy (hartree): -1350.803959
Multiplicity: 2
Max |F| (eV/A): 0.74
Charge: +1

Last column: Löwdin spin population.
Cartesian coordinates (Å):
C1 -0.566 -1.155 1.829  0.015
C2 -1.181 0.181 1.393  0.026
C3 -1.359 1.051 2.639  0.011
C4 -2.519 -0.119 0.694  0.000
C5 -3.050 0.862 -0.382  0.000
C6 -3.915 0.045 -1.382  0.000
C7 -4.951 -0.909 -0.771  0.000
O1 -4.426 -2.229 -0.643  0.000
C8 -6.312 -0.910 -1.553  0.000
N1 -6.639 -2.096 -2.314  0.000
C9 -4.015 1.904 0.285  0.000
C10 -3.857 3.402 0.047  0.000
O2 -3.863 3.616 -1.365  0.000
C11 -2.673 4.065 0.762  0.002
N2 -3.073 4.418 2.123  0.000
C12 -1.891 1.481 -1.201  0.004
C13 -0.491 0.901 -0.971  0.028
C14 -0.285 -0.490 -1.583  0.022
C15 0.514 1.868 -1.603  0.001
N3 -0.235 0.881 0.487  0.423
O3 0.985 0.880 0.863  0.453
H1 -1.311 -1.699 2.412  0.001
H2 0.308 -0.998 2.460  0.001
H3 -0.306 -1.773 0.969  0.000
H4 -0.393 1.209 3.118  0.000
H5 -1.785 2.024 2.399  0.000
H6 -2.009 0.538 3.349  0.000
H7 -2.454 -1.118 0.262  0.000
H8 -3.258 -0.208 1.491  0.000
H9 -4.422 0.782 -2.011  0.000
H10 -3.257 -0.521 -2.051  0.000
H11 -5.169 -0.603 0.253  0.000
H12 -4.063 -2.487 -1.496  0.000
H13 -7.110 -0.766 -0.823  0.000
H14 -6.346 -0.052 -2.225  0.000
H15 -6.779 -2.900 -1.719  0.000
H16 -5.960 -2.322 -3.027  0.000
H17 -5.029 1.670 -0.048  0.000
H18 -4.035 1.759 1.369  0.000
H19 -4.746 3.877 0.480  0.000
H20 -3.744 4.557 -1.529  0.000
H21 -2.426 4.994 0.241  0.000
H22 -1.789 3.416 0.729  0.002
H23 -3.346 3.597 2.650  0.000
H24 -2.312 4.857 2.626  0.000
H25 -2.108 1.363 -2.266  0.000
H26 -1.809 2.550 -1.050  0.000
H27 -1.139 -1.151 -1.436  0.000
H28 -0.129 -0.388 -2.657  0.003
H29 0.591 -0.966 -1.140  0.001
H30 0.612 2.772 -1.003  0.000
H31 1.496 1.404 -1.704  0.000
H32 0.163 2.139 -2.599  0.000
C16 7.816 -2.172 0.387  0.000
C17 6.673 -2.239 -0.625  0.000
C18 5.797 -0.991 -0.729  0.000
N4 4.593 -0.843 0.191  0.000
C19 4.326 0.615 0.363  0.000
C20 3.360 -1.506 -0.377  0.003
C21 3.471 -2.968 0.029  0.000
C22 4.224 -2.945 1.376  0.000
C23 4.724 -1.506 1.540  0.000
H33 7.486 -2.189 1.424  0.000
H34 8.476 -3.028 0.254  0.000
H35 8.414 -1.271 0.237  0.000
H36 6.081 -3.140 -0.482  0.000
H37 7.120 -2.347 -1.615  0.000
H38 5.383 -0.913 -1.733  0.000
H39 6.412 -0.107 -0.565  0.000
H40 4.150 1.059 -0.614  0.000
H41 5.181 1.083 0.844  0.000
H42 3.433 0.722 0.976  0.000
H43 2.507 -1.021 0.101  0.003
H44 3.316 -1.331 -1.449  0.000
H45 4.022 -3.535 -0.720  0.000
H46 2.486 -3.422 0.109  0.000
H47 5.041 -3.664 1.389  0.000
H48 3.568 -3.196 2.207  0.000
H49 5.741 -1.398 1.900  0.000
H50 4.067 -0.949 2.205  0.000

Cartesian forces, eV/Å:
C -0.2 0.0 0.1
C -0.1 0.1 0.2
C 0.1 0.0 0.0
C 0.1 0.0 -0.1
C -0.1 -0.1 0.1
C 0.0 0.2 0.0
C -0.1 0.0 -0.3
O 0.1 0.1 0.2
C 0.1 -0.1 0.2
N -0.1 0.1 -0.1
C 0.0 0.1 0.0
C -0.1 0.1 -0.1
O 0.2 0.0 0.0
C -0.1 -0.1 0.1
N 0.0 0.0 0.0
C 0.1 -0.1 0.0
C 0.0 0.5 -0.1
C -0.2 -0.1 0.1
C 0.0 -0.2 0.0
N 0.1 -0.7 -0.1
O 0.2 0.1 0.0
H 0.0 0.0 0.0
H 0.1 0.0 -0.1
H 0.0 0.0 0.0
H 0.0 0.1 0.0
H 0.0 0.0 0.0
H 0.0 0.0 0.0
H 0.0 0.0 -0.1
H 0.0 -0.1 0.0
H 0.0 0.0 0.0
H 0.0 -0.1 0.0
H 0.0 0.0 0.0
H -0.1 -0.1 0.0
H 0.0 0.0 -0.1
H 0.0 0.0 0.0
H 0.1 0.0 0.0
H 0.0 0.0 0.0
H 0.0 0.0 0.1
H 0.1 0.0 0.0
H 0.0 0.0 0.0
H -0.1 0.0 0.0
H 0.0 0.0 0.0
H 0.1 0.1 -0.1
H 0.0 0.0 0.0
H 0.0 0.0 0.0
H 0.0 0.1 0.0
H -0.1 0.0 0.0
H 0.0 0.0 0.1
H 0.0 0.0 0.0
H 0.1 0.0 -0.1
H 0.0 0.0 0.0
H 0.0 0.1 0.1
H 0.0 0.0 0.0
C 0.0 0.0 0.0
C 0.1 0.0 0.0
C 0.0 -0.1 0.0
N -0.1 0.1 0.0
C -0.1 0.0 0.1
C -0.1 -0.2 0.1
C 0.1 0.0 0.0
C 0.0 0.0 0.0
C 0.0 0.0 0.1
H 0.0 0.0 0.0
H 0.0 0.0 0.0
H 0.0 0.0 0.0
H 0.0 0.0 0.0
H 0.0 0.0 0.0
H 0.0 0.0 0.0
H 0.0 0.0 0.1
H 0.0 0.0 0.0
H 0.0 0.0 0.0
H 0.0 0.1 -0.1
H 0.0 0.0 0.0
H 0.0 0.1 0.0
H 0.0 0.0 0.0
H 0.0 0.0 0.0
H 0.0 0.0 0.0
H 0.0 0.0 0.0
H 0.0 0.0 0.0
H 0.0 0.0 0.0

Entry 2:
ORCA calculation (ωB97M-V with the def2-TZVPD basis set) on a structure of composition C23H50NO2P2PdSi3.

Calculated total energy (hartree): -2789.855883
Max |F| (eV/A): 0.63
Charge: +3
Energy above the lowest of the compared OMol25 structures with the same formula, charge and spin (kcal per mole): 0.0

Last column: Löwdin charge in e.
Cartesian coordinates (Å):
Pd1 0.369 0.035 -0.110  0.732
C1 1.183 -0.424 -3.502  -0.190
P1 1.835 0.300 -1.981  0.920
C2 1.996 2.074 -2.299  -0.168
C3 3.476 -0.384 -1.742  -0.383
C4 4.542 -0.217 -2.622  -0.035
C5 5.752 -0.825 -2.324  -0.001
C6 5.900 -1.589 -1.169  -0.002
C7 4.840 -1.764 -0.294  -0.032
C8 3.621 -1.156 -0.595  -0.378
P2 2.137 -1.353 0.388  0.903
C9 2.583 -1.093 2.105  -0.156
C10 1.537 -3.043 0.251  -0.175
H1 1.836 -0.091 -4.315  0.083
H2 0.173 -0.084 -3.724  0.046
H3 1.235 -1.512 -3.456  0.067
H4 2.904 2.200 -2.894  0.078
H5 2.092 2.644 -1.381  0.043
H6 1.152 2.439 -2.881  0.061
H7 4.449 0.378 -3.522  0.125
H8 6.593 -0.699 -2.993  0.136
H9 6.854 -2.051 -0.952  0.136
H10 4.976 -2.366 0.596  0.124
H11 3.328 -1.870 2.309  0.086
H12 1.744 -1.242 2.779  0.037
H13 3.042 -0.121 2.260  0.054
H14 2.345 -3.694 0.597  0.087
H15 1.309 -3.287 -0.785  0.065
H16 0.659 -3.194 0.876  0.055
C11 2.592 2.195 1.193  -0.088
O1 1.250 1.744 0.922  -0.432
Si1 -0.133 2.543 1.551  0.411
C12 0.097 2.840 3.365  -0.127
C13 -0.321 4.171 0.684  -0.130
C14 -1.330 1.138 1.017  -0.332
Si2 -2.533 1.508 -0.458  0.438
C15 -3.730 0.175 -0.979  -0.150
C16 -3.528 2.982 0.128  -0.125
C17 -1.539 1.952 -1.992  -0.169
Si3 -2.090 0.072 2.462  0.449
C18 -0.711 -0.739 3.437  -0.165
C19 -3.238 -1.271 1.875  -0.161
C20 -3.039 1.257 3.557  -0.130
H17 2.807 2.107 2.257  0.100
H18 2.695 3.239 0.893  0.106
H19 3.297 1.594 0.618  0.083
H20 0.893 3.578 3.506  0.063
H21 0.336 1.968 3.971  0.037
H22 -0.803 3.301 3.774  0.055
H23 0.560 4.790 0.881  0.059
H24 -1.160 4.720 1.118  0.056
H25 -0.469 4.130 -0.393  0.035
H26 -4.556 0.045 -0.284  0.043
H27 -3.300 -0.800 -1.187  0.008
H28 -4.167 0.553 -1.910  0.062
H29 -4.030 2.791 1.076  0.035
H30 -4.314 3.131 -0.619  0.065
H31 -2.974 3.914 0.208  0.029
H32 -1.329 1.066 -2.598  0.013
H33 -0.617 2.494 -1.790  -0.011
H34 -2.147 2.607 -2.622  0.069
H35 -0.352 -1.643 2.936  0.023
H36 -1.086 -1.053 4.413  0.065
H37 0.123 -0.061 3.622  0.008
H38 -2.843 -1.855 1.047  -0.012
H39 -4.223 -0.892 1.607  0.042
H40 -3.386 -1.943 2.727  0.063
H41 -2.419 1.796 4.268  0.035
H42 -3.737 0.647 4.138  0.063
H43 -3.643 1.977 3.005  0.031
C21 -2.391 -3.831 -2.951  0.016
N1 -2.002 -3.249 -1.656  -0.134
C22 -2.449 -3.949 -0.451  0.011
C23 -1.308 -2.145 -1.605  -0.304
O2 -0.951 -1.584 -0.531  -0.187
H44 -3.404 -4.217 -2.863  0.112
H45 -1.719 -4.646 -3.214  0.110
H46 -2.382 -3.064 -3.722  0.101
H47 -2.469 -5.015 -0.662  0.113
H48 -3.453 -3.619 -0.181  0.112
H49 -1.768 -3.751 0.372  0.084
H50 -1.070 -1.709 -2.578  0.131

Cartesian forces, eV/Å:
Pd 0.2 0.5 0.3
C 0.1 0.0 0.0
P -0.1 0.0 -0.1
C 0.0 -0.1 -0.1
C 0.0 0.0 0.0
C -0.1 0.0 0.0
C 0.0 0.0 0.0
C 0.1 0.0 0.0
C -0.1 0.0 0.0
C 0.0 -0.1 0.0
P 0.0 -0.2 -0.1
C 0.0 -0.1 0.0
C 0.2 0.0 0.0
H 0.0 0.0 0.0
H 0.0 0.0 0.0
H -0.1 0.0 0.0
H 0.0 0.0 0.0
H 0.0 0.0 0.0
H 0.0 0.0 0.0
H 0.0 0.0 0.0
H 0.0 0.0 0.0
H 0.0 0.0 0.0
H 0.0 0.0 0.0
H 0.0 0.0 0.1
H 0.0 0.0 0.0
H 0.0 0.0 0.0
H 0.0 0.0 0.0
H 0.0 0.0 0.0
H 0.0 0.0 0.0
C 0.0 0.1 -0.1
O -0.1 0.0 0.1
Si -0.3 0.0 0.0
C 0.0 0.1 -0.1
C 0.0 0.0 0.1
C 0.0 -0.3 -0.2
Si 0.0 0.1 0.2
C 0.0 0.2 0.0
C 0.0 -0.1 0.0
C 0.0 0.0 0.0
Si 0.0 0.0 0.0
C 0.1 0.0 -0.1
C 0.0 0.0 0.1
C 0.0 0.0 -0.1
H 0.0 0.0 0.0
H 0.0 0.0 0.0
H 0.0 0.0 0.0
H 0.0 0.0 0.0
H 0.0 0.0 0.0
H 0.0 0.0 0.0
H 0.0 0.0 0.0
H 0.0 0.0 0.0
H 0.0 0.0 0.0
H 0.0 0.0 0.0
H 0.0 0.0 0.0
H 0.0 -0.1 0.0
H 0.0 0.0 0.0
H 0.0 0.0 0.0
H 0.0 0.0 0.0
H 0.1 0.0 0.0
H 0.0 0.0 0.0
H 0.0 0.0 0.0
H 0.0 0.0 0.0
H -0.1 0.0 0.0
H 0.0 -0.1 0.0
H 0.0 0.1 0.1
H 0.0 0.0 0.0
H 0.0 0.0 0.0
H 0.1 0.0 0.0
H 0.0 0.0 0.0
H 0.0 0.0 0.0
C -0.1 0.0 0.1
N 0.1 0.0 -0.1
C 0.1 -0.1 0.0
C -0.1 0.1 -0.1
O 0.1 0.0 0.2
H 0.0 0.0 0.0
H 0.0 0.0 0.0
H 0.1 0.0 0.0
H 0.0 0.0 0.0
H 0.0 0.0 0.0
H 0.0 0.0 0.0
H 0.0 0.0 0.0